# 1
Density functional theory data (wB97M-V/def2-TZVPD) for a molecular structure, C34H35CsFN9O3S at a distorted geometry.

Output
net charge: 0
relative energy (zero: lowest compared OMol25 entry of this formula, charge and spin): 13.4 kcal per mole
largest force on an atom: 3.59 eV/A

CARTESIAN COORDINATES (ANGSTROEM)
Cs: -2.231420 -1.044288 0.133150
N: -1.632820 2.067812 4.217350
C: -1.667320 1.710212 2.881950
S: -0.370720 0.786012 2.307650
N: -2.613920 2.312212 2.218950
N: -2.964420 2.041612 0.975450
C: -3.545720 2.996312 0.312650
C: -3.695920 4.358212 0.890550
C: -2.579220 5.095712 1.270250
C: -2.727020 6.354212 1.825950
C: -3.988720 6.889712 2.025950
C: -5.105320 6.139512 1.694050
C: -4.962620 4.884812 1.129950
C: -4.063520 2.745412 -1.013950
C: -4.474820 3.824212 -1.821550
C: -4.956520 3.576112 -3.086850
C: -5.023320 2.261712 -3.537850
C: -4.596820 1.260512 -2.675350
N: -4.134720 1.484812 -1.461450
H: -1.114720 1.457212 4.829350
H: -2.508820 2.420012 4.571150
H: -1.593820 4.679512 1.117750
H: -1.853120 6.923612 2.109150
H: -4.104220 7.881712 2.446550
H: -6.094320 6.532512 1.882550
H: -5.836020 4.300312 0.871950
H: -4.412220 4.835012 -1.444750
H: -5.282620 4.396912 -3.713350
H: -5.394020 2.028612 -4.524650
H: -4.649220 0.217712 -2.973350
F: 4.291380 1.431612 -1.276250
C: 3.972580 0.108212 -1.093050
C: 2.643380 -0.226888 -1.026850
C: 2.254980 -1.534388 -0.758450
C: 0.813180 -1.852688 -0.715750
O: -0.015820 -1.035288 -1.094650
C: 0.540680 -3.180588 -0.209950
C: 1.536980 -4.063988 -0.029450
N: 2.872180 -3.803188 -0.272450
C: 3.825580 -4.870488 -0.311450
C: 3.789380 -5.978888 0.695750
C: 4.917480 -4.997388 0.720250
C: 3.240780 -2.527388 -0.596750
C: 4.582480 -2.171688 -0.776750
C: 4.977780 -0.854288 -0.981450
N: 6.370980 -0.596688 -1.078450
C: 7.195780 -1.081088 -0.005650
C: 7.249880 -0.066388 1.145750
N: 7.825580 1.204912 0.626950
C: 7.027080 1.735812 -0.514250
C: 6.884580 0.643812 -1.588950
C: -0.929320 -3.661588 0.059550
O: -1.083720 -4.299688 1.100950
O: -1.739620 -3.343588 -0.812950
H: 1.871480 0.514512 -1.162450
H: 1.312780 -5.060788 0.317950
H: 4.098580 -5.148188 -1.328650
H: 3.982380 -6.982088 0.348650
H: 3.069080 -5.919888 1.494850
H: 5.889480 -5.316488 0.374050
H: 4.950480 -4.287088 1.531950
H: 5.335780 -2.939888 -0.753350
H: 8.202980 -1.275088 -0.391950
H: 6.797980 -2.015888 0.379250
H: 7.850180 -0.435488 1.978550
H: 6.235080 0.128212 1.496850
H: 8.777880 1.013212 0.293050
H: 7.873680 1.904612 1.374650
H: 7.520180 2.613912 -0.931750
H: 6.047880 2.034712 -0.142950
H: 7.868080 0.436012 -2.030850
H: 6.243280 1.025212 -2.379150
C: -7.155520 -0.768388 -0.545250
C: -6.548120 -2.117988 -0.443050
N: -5.270120 -2.372088 -0.419150
C: -5.138820 -3.724488 -0.344750
C: -6.372020 -4.304488 -0.319050
N: -7.272620 -3.269088 -0.380950
H: -6.351620 -0.038588 -0.574850
H: -7.798120 -0.562288 0.310550
H: -7.750620 -0.681288 -1.454750
H: -4.166120 -4.170288 -0.328750
H: -6.693820 -5.325388 -0.267050
H: -8.275920 -3.351288 -0.366550

Cartesian forces (eV/Å) of the 6 atoms listed first:
-2.654 1.994 1.367
-0.247 -0.057 0.248
0.486 0.202 -0.232
0.639 -0.447 -0.222
-1.075 1.053 0.934
0.321 -0.458 -0.836



# 2
Density functional theory data (wB97M-V/def2-TZVPD) for a gas-phase ion, C7H16N2O5P (charge +1) at a distorted geometry.

Output
net charge: +1
SMILES: C=C[C@]1(N)C[NH2+][C@H](P(=O)(O)O)[C@@H]1COO
largest force on an atom: 6.82 eV/A

CARTESIAN COORDINATES (ANGSTROEM)
C: 1.379635 1.457183 2.490248
C: 0.039258 0.997588 1.956262
C: -0.245100 -0.486662 1.304917
N: -1.258728 -1.119836 2.261832
C: 1.128813 -1.367130 0.949242
N: 0.934358 -2.132588 -0.376609
C: 0.203796 -1.083851 -1.241589
P: 1.246806 0.189524 -2.209159
O: 2.498986 -0.615908 -2.827725
O: 1.893335 1.495471 -1.253044
O: 0.322914 0.873392 -3.532964
C: -0.950522 -0.588126 -0.189096
C: -2.059237 0.532401 -0.636893
O: -1.505408 1.762032 -1.223986
O: -1.535311 2.738653 -0.361110
H: 2.141092 0.580412 2.760245
H: 1.695973 2.578019 2.608077
H: -0.838029 1.796747 2.086219
H: -2.193043 -0.624412 2.179063
H: -1.465880 -2.110471 2.006897
H: 1.680524 -1.911360 1.825483
H: 1.884045 -0.519063 0.581226
H: 1.944313 -2.221250 -0.683208
H: 0.451950 -3.065207 -0.316981
H: -0.361782 -1.728591 -2.037586
H: 1.227686 1.854431 -0.592345
H: -0.412258 0.202365 -3.739380
H: -1.625293 -1.567522 -0.099882
H: -2.734642 0.025938 -1.475612
H: -2.817113 0.819666 0.239261
H: -0.671139 3.238156 -0.451802

Cartesian forces (eV/Å) of the 6 atoms listed first:
-3.427 -2.706 -1.882
3.948 2.112 1.145
-1.028 -0.320 0.043
0.118 -0.068 -0.928
0.822 2.848 1.506
1.496 1.497 0.658



Results for molar mass: 801.7 239.2 (in u, following the order of the records).
Results for calculated total energy: -69477.2265 -30010.7990 (in eV, following the order of the records).
Results for gap between HOMO and LUMO: 3.85 9.14 (in eV, following the order of the records).